C20H38BrN3O8PS | the ωB97M-V functional and the def2-TZVPD basis

Output
net charge	+1
maximum force	0.026	hartree/bohr
gap between HOMO and LUMO	6.6	eV
molar mass	591.48	g mol⁻¹
LUMO	-0.172	hartree

Bonds (Å) are listed after each position.
Atoms and positions in Å:
1 O -0.4101 -0.0067 4.4658  C2 1.191
2 C 0.1276 -0.4929 3.5212  O1 1.191, Br3 1.896, C4 1.513
3 Br 0.3415 -2.3655 3.3189  C2 1.896
4 C 0.5645 0.2943 2.3054  C2 1.513, C5 1.516, H23 1.084, H24 1.091
5 C -0.6187 0.4717 1.3742  C4 1.516, N6 1.358, C18 1.384
6 N -1.8260 0.5529 1.9897  C5 1.358, C7 1.348, H25 1.018
7 C -3.0200 0.6455 1.3701  N6 1.348, C8 1.488, C13 1.378
8 C -4.2364 0.7481 2.2214  C7 1.488, C9 1.547, H26 1.093, H27 1.086
9 C -4.2212 1.9731 3.1655  C8 1.547, C10 1.542, H28 1.087, H29 1.089
10 C -3.5206 3.2284 2.6083  C9 1.542, C11 1.543, H30 1.091, H31 1.089
11 C -4.2958 4.5441 2.8259  C10 1.543, O12 1.412, H32 1.093, H33 1.088
12 O -3.5709 5.5385 3.5179  C11 1.412, H34 0.961
13 C -3.0044 0.6233 -0.0078  C7 1.378, C14 1.390, H35 1.080
14 C -1.7964 0.5600 -0.6922  C13 1.390, C15 1.514, C18 1.404
15 C -1.9578 0.5286 -2.1968  C14 1.514, O16 1.193, O17 1.326
16 O -2.6344 1.3490 -2.7382  C15 1.193
17 O -1.3635 -0.5185 -2.7532  C15 1.326, H36 0.973
18 C -0.5711 0.5440 -0.0073  C5 1.384, C14 1.404, P19 1.827
19 P 0.9808 0.6274 -0.9684  C18 1.827, O20 1.578, O21 1.608, S22 1.905
20 O 1.3413 -0.9004 -1.1319  P19 1.578, H37 0.975
21 O 2.1231 1.1600 0.0298  P19 1.608, H38 0.965
22 S 0.8614 1.7140 -2.5286  P19 1.905
23 H 1.3642 -0.2345 1.8004  C4 1.084
24 H 0.9106 1.2716 2.6460  C4 1.091
25 H -1.8393 0.5516 3.0073  N6 1.018
26 H -4.2957 -0.1631 2.8213  C8 1.093
27 H -5.1080 0.7445 1.5730  C8 1.086
28 H -5.2596 2.2134 3.3799  C9 1.087
29 H -3.7700 1.6820 4.1126  C9 1.089
30 H -2.5611 3.3579 3.1108  C10 1.091
31 H -3.3196 3.1267 1.5427  C10 1.089
32 H -5.2499 4.3465 3.3213  C11 1.093
33 H -4.5247 4.9873 1.8595  C11 1.088
34 H -3.1915 5.1677 4.3198  O12 0.961
35 H -3.9233 0.6403 -0.5743  C13 1.080
36 H -1.5385 -0.4756 -3.7092  O17 0.973
37 H 2.2102 -1.0212 -1.5582  O20 0.975
38 H 1.8517 1.9530 0.5090  O21 0.965
39 C -2.6905 -4.8457 -1.7346  C40 1.525, H45 1.090, H46 1.089, H47 1.091
40 C -2.2692 -3.5472 -1.0555  C39 1.525, C41 1.533, N44 1.469, H48 1.092
41 C -1.0374 -3.6619 -0.1494  C40 1.533, O42 1.411, H49 1.097, H50 1.098
42 O -1.2592 -4.2754 1.1018  C41 1.411, C43 1.419
43 C -1.2839 -5.6944 1.0919  O42 1.419, H51 1.093, H52 1.092, H53 1.089
44 N -3.4247 -2.9860 -0.3422  C40 1.469, H54 1.015, H55 1.017
45 H -3.2363 -5.4978 -1.0529  C39 1.090
46 H -3.3538 -4.6298 -2.5707  C39 1.089
47 H -1.8274 -5.3927 -2.1163  C39 1.091
48 H -1.9900 -2.8411 -1.8405  C40 1.092
49 H -0.7055 -2.6447 0.0932  C41 1.097
50 H -0.2091 -4.1530 -0.6773  C41 1.098
51 H -0.5591 -6.0948 0.3778  C43 1.093
52 H -2.2749 -6.0857 0.8543  C43 1.092
53 H -1.0138 -6.0284 2.0921  C43 1.089
54 H -3.1704 -2.0727 0.0216  N44 1.015
55 H -3.5769 -3.5564 0.4860  N44 1.017
56 C 5.7482 1.3997 -4.1140  C57 1.525, H62 1.090, H63 1.089, H64 1.091
57 C 4.9900 1.6790 -2.8210  C56 1.525, C58 1.531, N61 1.468, H65 1.094
58 C 5.8195 2.3466 -1.7207  C57 1.531, O59 1.411, H66 1.094, H67 1.098
59 O 6.7311 1.4977 -1.0586  C58 1.411, C60 1.417
60 C 7.9596 1.2727 -1.7278  O59 1.417, H68 1.094, H69 1.092, H70 1.089
61 N 4.3664 0.4354 -2.3519  C57 1.468, H71 1.014, H72 1.018
62 H 6.3800 0.5158 -4.0277  C56 1.090
63 H 5.0448 1.2144 -4.9247  C56 1.089
64 H 6.3773 2.2451 -4.3951  C56 1.091
65 H 4.1815 2.3773 -3.0588  C57 1.094
66 H 5.1306 2.6838 -0.9407  C58 1.094
67 H 6.3355 3.2344 -2.1090  C58 1.098
68 H 8.2947 2.1734 -2.2501  C60 1.094
69 H 7.8956 0.4485 -2.4417  C60 1.092
70 H 8.6958 1.0128 -0.9693  C60 1.089
71 H 3.7816 0.6573 -1.5532  N61 1.014
72 H 5.1016 -0.1533 -1.9668  N61 1.018